1.
Computed, not measured: 2 unconnected molecules or ions with the total composition CH3BrFOP at a distorted geometry, with the ωB97M-V functional and the def2-TZVPD basis.

```
8
Properties=species:S:1:pos:R:3
Br -2.35047 -0.09461 3.19158
P 1.08565 -0.99533 -1.75328
F 0.94384 -0.28896 -3.18240
O 0.24903 0.10560 -0.96261
C 0.01295 0.26142 0.41364
H -0.86908 -0.24392 0.94734
H 1.03420 -0.05052 0.87100
H -0.10613 1.30632 0.47473
```

Output
E_LUMO (spin up / spin down)   -0.03 / -4.10 eV
Kohn-Sham gap (spin up / spin down)   11.00 / 3.17 eV

These are the natural (NBO) partial charges, in e, on atoms 1 to 2: Br 0.0092; P 1.0945

2.
Computed, not measured: a single CH3BrI2OSi molecule at a distorted geometry, with the ωB97M-V functional and the def2-TZVPD basis.

```
9
Properties=species:S:1:pos:R:3
I -4.39169 1.59856 0.73865
I -3.23365 -2.37910 0.47432
Br -3.15864 0.26079 -2.61186
Si -2.94230 -0.07059 -0.34021
O -1.43276 0.39580 -0.09709
C -0.39345 0.12088 0.86535
H -0.61850 -0.61224 1.74416
H 0.34664 -0.35573 0.15825
H 0.21323 1.08593 1.14042
```

Output
E_LUMO   -0.58 eV
Structure (SMILES)   CO[Si](Br)(I)I
Kohn-Sham gap   9.27 eV

These are the natural (NBO) partial charges, in e, on atoms 1 to 2: I -0.1657; I -0.1547

3.
Computed, not measured: a gas-phase ion, CH3BrNO2S (charge -1) at a distorted geometry, with the ωB97M-V functional and the def2-TZVPD basis.

```
9
Properties=species:S:1:pos:R:3
Br -3.35789 -0.78706 -0.09201
S -1.05876 0.43088 -0.01901
O -1.55826 1.57880 -0.69038
O -0.86684 0.52460 1.44961
N 1.55902 -0.54525 0.22914
C 1.06217 0.41305 -0.54760
H 1.72141 -1.53612 0.11954
H 1.29366 -0.45082 1.21720
H 1.20549 0.37192 -1.66649
```

Output
Charge   -1
E_LUMO (spin up / spin down)   3.36 / 3.36 eV
Structure (SMILES)   NC=[S@@](=O)([O-])Br
Kohn-Sham gap (spin up / spin down)   7.32 / 7.31 eV

These are the natural (NBO) partial charges, in e, on atoms 1 to 2: Br -0.6733; S 1.7001

4.
Computed, not measured: 2 unconnected molecules or ions with the total composition CH3BrO2P at a distorted geometry, with the ωB97M-V functional and the def2-TZVPD basis.

```
8
Properties=species:S:1:pos:R:3
Br -3.73675 -0.81054 0.00760
P -2.69594 1.19230 -0.44975
O -2.95165 2.11578 0.64079
O 0.75097 -0.41953 0.58114
C -0.41616 0.43396 0.28998
H 1.04079 -0.63132 1.48945
H -0.02482 1.03654 -0.50835
H -0.47372 1.15426 1.08535
```

Output
Charge   -1
E_LUMO (spin up / spin down)   3.78 / 3.78 eV
Kohn-Sham gap (spin up / spin down)   6.60 / 6.60 eV

These are the natural (NBO) partial charges, in e, on atoms 1 to 2: Br -0.4724; P 1.1245

5.
Computed, not measured: a gas-phase ion, CH3BrO2P (charge -1) at a distorted geometry, with the ωB97M-V functional and the def2-TZVPD basis.

```
8
Properties=species:S:1:pos:R:3
Br 2.13144 0.19305 1.14374
P 0.03303 -0.61284 0.71517
O -0.97860 0.03749 1.84618
O 0.15721 -2.05288 0.58122
C -0.21731 0.36554 -0.85017
H -1.25205 0.20517 -1.19033
H 0.55529 0.38969 -1.71137
H -0.42901 1.47477 -0.53444
```

Output
Charge   -1
E_LUMO   3.62 eV
Structure (SMILES)   C[P@](=O)([O-])Br
Kohn-Sham gap   8.56 eV

These are the natural (NBO) partial charges, in e, on atoms 1 to 2: Br -0.4456; P 2.0545

6.
Computed, not measured: 2 unconnected molecules or ions with the total composition CH3BrO3S at a distorted geometry, with the ωB97M-V functional and the def2-TZVPD basis.

```
9
Properties=species:S:1:pos:R:3
Br -1.30824 2.40719 3.32172
S -0.52850 -0.84108 -1.57475
O -0.22014 -1.01998 -2.94397
O -0.73934 -2.00515 -0.70800
O 0.49526 0.13809 -0.91615
C 0.53937 0.30923 0.49021
H 1.51656 0.47779 0.70495
H 0.06052 1.26608 0.75460
H 0.18452 -0.73218 0.87139
```

Output
E_LUMO (spin up / spin down)   -1.97 / -4.11 eV
Kohn-Sham gap (spin up / spin down)   9.85 / 5.70 eV

These are the natural (NBO) partial charges, in e, on atoms 1 to 2: Br 0.0023; S 2.0651

For reference, energy relative to the best compared isomer or geometry (same formula, charge and spin) by record: 428.3; 11.3; 156.5; 400.0; 53.5; 262.1 kJ/mol.